# C14H42K6O11P

C14H42K6O11P as an isolated structure (the ωB97M-V functional and the def2-TZVPD basis, the OMol25 dataset).

Geometry as XYZ:
```
74
C14H42K6O11P the ωB97M-V functional and the def2-TZVPD basis
K 4.4888 9.8297 -11.0735
K 8.0598 9.1271 -7.0547
K 8.0451 9.2409 -11.4705
K 6.0437 7.0578 -13.4399
K 3.3710 6.4668 -10.8132
K 7.6423 5.3569 -7.0850
P 6.1837 7.0869 -9.4850
O 5.8681 7.7370 -10.9017
O 5.3758 7.9105 -8.4140
O 7.6127 7.4287 -9.0988
O 5.8114 5.5453 -9.4082
C 9.0324 1.8580 -9.3235
C 8.3209 3.1233 -9.9192
O 7.1749 3.3932 -9.1205
H 9.1559 1.7873 -8.2428
H 10.0622 1.6515 -9.6151
H 8.4724 0.9575 -9.5756
H 8.0182 2.9478 -10.9515
H 9.0082 3.9679 -9.8684
H 6.6851 4.1467 -9.4580
C 4.8603 2.5466 -6.9609
C 3.8727 2.8976 -8.0072
O 3.8292 4.2875 -8.3165
H 4.8695 1.4567 -6.9486
H 4.6416 3.0452 -6.0167
H 5.8190 2.9945 -7.2223
H 2.9236 2.4365 -7.7338
H 4.1081 2.3279 -8.9062
H 4.6750 4.6578 -8.5792
C 4.5112 6.0189 -4.8662
C 4.9565 7.4562 -5.1899
O 6.0770 7.5422 -6.0006
H 4.3288 5.3716 -5.7240
H 3.5814 6.0678 -4.2994
H 5.3306 5.5443 -4.3265
H 5.0890 8.0438 -4.2815
H 4.1142 7.9024 -5.7185
H 5.7027 7.6215 -6.8810
C 0.6576 8.7228 -8.0541
C 2.1364 8.4270 -7.7684
O 2.9681 8.3715 -8.8747
H 0.1812 8.0060 -8.7229
H 0.5059 9.7322 -8.4366
H 0.2037 8.5257 -7.0829
H 2.3080 7.5376 -7.1622
H 2.6009 9.2791 -7.2721
H 3.8871 8.4219 -8.6017
C 4.3251 11.8718 -7.5785
C 5.5776 11.1078 -7.3276
O 5.9522 10.4760 -8.5339
H 3.5216 11.2712 -8.0050
H 4.5681 12.6791 -8.2693
H 3.8475 11.9719 -6.6038
H 5.3106 10.3681 -6.5729
H 6.4217 11.7392 -7.0503
H 5.6528 9.5642 -8.5604
C 4.1639 3.1606 -13.2015
C 4.8019 3.4882 -11.7821
O 5.4989 4.7531 -11.9334
H 3.7784 4.0807 -13.6408
H 3.3369 2.4767 -13.0105
H 4.8911 2.6630 -13.8431
H 5.5214 2.8244 -11.3030
H 3.9488 3.5345 -11.1052
H 5.6127 5.1064 -11.0481
C 12.4271 8.3162 -9.9522
C 11.2110 7.6467 -9.3584
O 10.0715 7.9653 -10.1862
H 13.3237 8.0029 -9.4173
H 12.2967 9.3844 -9.7788
H 12.5718 8.1904 -11.0252
H 10.9759 7.9300 -8.3325
H 11.3975 6.5759 -9.2771
H 9.3475 7.5145 -9.7454
```

For the HOMO-LUMO gap (alpha / beta), the calculation gives 3.7 / 9.1 eV. Its net charge is +2. As for the relative energy (zero: lowest compared OMol25 entry of this formula, charge and spin): 0.0 kcal per mole. As for the spin multiplicity: 2. The LUMO energy (alpha / beta) comes out at -5.092 / -5.148 eV.